Molecular formula: C11H26N3O
Method: DFT, wB97M-V/def2-TZVPD

Summary:
E_LUMO = -5.64 eV
relative energy (zero: lowest compared OMol25 entry of this formula, charge and spin) = 194.6 kcal per mole
Kohn-Sham gap = 7.52 eV
max |F| = 4.5 eV/Å
net charge = +1

Cartesian coordinates (Å):
1 C 3.637 -1.619 0.427
2 C 3.761 -0.005 0.078
3 C 2.672 0.279 -1.135
4 C 1.929 1.745 -0.896
5 C 0.943 1.769 0.429
6 C -0.492 2.409 -0.011
7 N -1.699 1.472 0.209
8 O -2.051 1.263 1.472
9 C -2.523 -0.071 1.789
10 C -1.333 -1.197 2.069
11 C -0.495 -1.636 0.735
12 C -1.101 -2.955 -0.051
13 C -2.326 1.075 -0.942
14 N -2.968 2.184 -1.803
15 N -2.517 -0.336 -1.446
16 H 2.834 -1.776 1.270
17 H 3.252 -2.137 -0.568
18 H 4.706 -1.997 0.720
19 H 4.823 0.258 -0.346
20 H 3.573 0.668 1.024
21 H 1.805 -0.512 -1.185
22 H 3.230 0.290 -2.186
23 H 1.371 1.981 -1.909
24 H 2.803 2.551 -0.822
25 H 0.895 0.759 1.016
26 H 1.444 2.552 1.179
27 H -0.692 3.385 0.647
28 H -0.492 2.797 -1.131
29 H -3.303 -0.552 1.064
30 H -3.089 0.014 2.839
31 H -0.653 -0.912 3.004
32 H -1.924 -2.173 2.422
33 H 0.591 -1.954 1.113
34 H -0.297 -0.751 -0.034
35 H -0.986 -2.784 -1.225
36 H -0.508 -3.937 0.195
37 H -2.269 -3.059 0.165
38 H -3.996 1.943 -1.763
39 H -2.645 2.002 -2.800
40 H -2.445 -0.375 -2.495
41 H -3.463 -0.660 -1.120

Force components x, y, z for each atom (eV/Å):
0.2 0.9 -0.5
-0.5 -0.7 -0.8
-0.3 1.3 0.3
1.2 -0.7 -1.0
1.1 1.1 -0.2
-0.4 2.8 0.9
0.1 0.9 -4.4
0.1 -2.0 0.9
-0.4 -3.0 2.6
-0.7 -0.6 -0.1
1.4 -0.5 0.2
-0.3 0.7 -0.8
-1.3 -0.5 -1.1
2.4 -2.2 -0.2
-0.9 2.2 1.6
1.8 0.2 -1.6
1.0 0.8 2.2
-2.3 0.4 -0.4
-2.0 -0.6 1.0
0.2 -1.3 -1.9
1.8 1.3 0.2
-1.3 0.0 2.3
0.8 -0.3 2.2
-2.1 -1.6 0.1
-0.1 1.8 -1.4
-1.4 -1.8 -1.5
0.3 -2.2 -1.4
-0.1 -1.2 2.4
1.5 1.4 0.9
1.3 0.3 -2.5
-1.4 -0.2 -2.3
1.2 2.2 -0.7
-2.3 0.8 -0.8
-0.7 -1.9 1.8
-0.3 -0.4 2.6
-1.4 2.0 -0.2
2.6 0.0 -0.4
1.4 0.2 0.0
-0.8 0.4 1.4
-0.5 0.5 1.4
1.3 -0.1 -0.7

***

Molecular formula: C4H2Cl3NO3S2
Method: DFT, wB97M-V/def2-TZVPD

Summary:
E_LUMO = 0.02 eV
relative energy (zero: lowest compared OMol25 entry of this formula, charge and spin) = 0.0 kcal per mole
Kohn-Sham gap = 10.11 eV
max |F| = 5.8 eV/Å

Cartesian coordinates (Å):
1 C 2.814 -0.093 0.691
2 C 1.673 -0.234 -0.092
3 C -0.725 1.218 -1.316
4 C 0.935 0.870 -0.224
5 N 1.488 1.911 0.258
6 O -1.193 0.354 -1.924
7 O -3.743 -1.784 1.447
8 O -1.782 -2.049 -0.087
9 S 2.890 1.590 0.976
10 S -3.064 -1.072 0.436
11 Cl 1.170 -1.822 -0.730
12 Cl -1.029 2.876 -1.413
13 Cl -1.932 0.460 1.312
14 H 3.602 -0.767 1.049
15 H -1.104 -1.459 -0.384

Force components x, y, z for each atom (eV/Å):
-0.1 0.9 -0.6
1.6 -5.3 0.6
4.6 -0.5 2.2
-4.2 2.8 -2.8
-0.3 2.4 0.3
-1.1 -1.1 -0.7
-0.4 -0.8 1.1
-2.6 0.4 1.5
0.4 -0.6 0.6
1.3 -0.4 -2.3
0.5 0.9 0.3
-0.2 0.6 0.2
0.2 0.1 0.5
-0.7 0.1 -0.5
1.1 0.6 -0.7

***

Molecular formula: C19H22Cl24NO4
Method: DFT, wB97M-V/def2-TZVPD

Summary:
E_LUMO = -4.18 eV
Kohn-Sham gap = 7.94 eV
max |F| = 0.8 eV/Å
net charge = +1

Cartesian coordinates (Å):
1 C 4.356 -4.461 -1.382
2 C 3.595 -3.177 -1.302
3 C 2.909 -2.739 -0.199
4 C 2.261 -1.510 -0.234
5 C 1.537 -1.105 1.027
6 O 1.800 -0.125 1.648
7 O 0.616 -2.009 1.450
8 C 2.294 -0.699 -1.371
9 C 1.622 0.653 -1.386
10 C 2.652 1.803 -1.465
11 O 3.838 1.445 -0.741
12 C 4.998 1.614 -1.440
13 O 5.664 2.595 -1.368
14 C 2.955 -1.200 -2.479
15 C 3.038 -0.523 -3.816
16 N 3.571 -2.396 -2.397
17 H 3.919 -5.193 -0.709
18 H 5.399 -4.318 -1.098
19 H 4.310 -4.804 -2.412
20 H 2.896 -3.340 0.703
21 H 0.048 -2.272 0.707
22 H 0.905 0.682 -2.205
23 H 1.093 0.767 -0.446
24 H 2.203 2.672 -0.987
25 H 2.871 2.057 -2.503
26 H 5.328 0.770 -2.067
27 H 2.499 0.415 -3.817
28 H 4.081 -0.381 -4.099
29 H 2.574 -1.181 -4.555
30 H 4.066 -2.733 -3.217
31 C -0.209 4.759 0.719
32 Cl 0.673 6.259 0.957
33 Cl -1.948 5.021 0.806
34 Cl 0.232 4.016 -0.833
35 H 0.069 4.071 1.507
36 C -2.685 -3.560 2.564
37 Cl -1.992 -2.086 3.229
38 Cl -4.397 -3.683 2.936
39 Cl -2.429 -3.638 0.806
40 H -2.178 -4.407 3.008
41 C -5.722 5.320 -0.411
42 Cl -5.350 6.577 0.774
43 Cl -6.971 4.239 0.209
44 Cl -6.209 6.030 -1.946
45 H -4.823 4.740 -0.576
46 C 2.748 -6.815 -4.461
47 Cl 4.186 -7.058 -3.466
48 Cl 2.365 -5.081 -4.584
49 Cl 2.950 -7.519 -6.053
50 H 1.914 -7.302 -3.973
51 C -8.443 6.682 2.802
52 Cl -8.140 8.297 3.436
53 Cl -8.279 5.464 4.072
54 Cl -10.029 6.585 2.041
55 H -7.692 6.470 2.054
56 C -2.057 -1.033 -3.266
57 Cl -0.337 -0.872 -3.672
58 Cl -2.235 -1.799 -1.687
59 Cl -2.848 0.534 -3.298
60 H -2.515 -1.667 -4.014
61 C -5.627 4.716 6.982
62 Cl -5.912 5.697 8.416
63 Cl -4.389 5.443 5.958
64 Cl -5.185 3.065 7.425
65 H -6.547 4.676 6.414
66 C 4.057 -4.680 3.518
67 Cl 3.977 -5.614 4.999
68 Cl 5.245 -5.356 2.397
69 Cl 2.465 -4.589 2.742
70 H 4.364 -3.672 3.764

Force components x, y, z for each atom (eV/Å):
-0.2 0.5 -0.1
0.3 -0.3 0.1
-0.1 0.2 0.2
0.1 -0.2 -0.1
-0.3 0.0 0.2
0.2 -0.1 0.0
0.1 0.5 -0.3
-0.2 0.1 0.1
0.6 -0.1 0.2
-0.6 -0.2 0.1
0.0 -0.2 -0.3
0.5 0.7 0.1
-0.1 -0.1 0.0
0.0 0.3 -0.3
-0.2 -0.5 0.2
0.0 0.0 0.2
0.0 -0.1 -0.1
0.0 0.1 0.0
0.1 -0.2 0.1
0.0 0.0 -0.2
0.1 -0.3 0.1
0.1 0.3 0.1
-0.2 0.0 -0.1
0.4 -0.1 -0.2
0.2 0.0 0.0
-0.3 -0.2 0.1
0.1 0.1 -0.1
0.0 0.2 -0.1
0.0 0.1 -0.1
-0.1 0.0 0.0
0.0 0.1 0.0
0.0 0.0 0.0
0.0 0.0 0.0
-0.3 0.1 0.0
0.0 0.0 0.0
-0.1 0.1 0.2
-0.1 -0.1 0.0
0.0 0.0 0.0
0.1 -0.1 0.1
0.0 0.0 0.0
-0.1 0.0 0.0
0.1 0.0 0.0
0.0 0.0 0.0
0.0 0.0 0.0
0.0 0.0 0.0
0.1 -0.1 -0.1
0.0 -0.3 -0.2
-0.1 0.1 0.0
0.0 0.0 0.0
0.0 0.0 0.0
0.0 0.1 0.0
0.0 0.0 0.0
0.0 -0.1 0.0
0.0 0.0 0.0
0.0 0.0 0.0
-0.1 0.1 0.1
-0.1 -0.2 -0.3
0.0 0.1 -0.1
0.0 0.0 0.0
0.0 0.0 0.0
0.0 0.0 0.0
0.0 0.0 0.0
0.0 0.0 0.0
0.0 0.0 0.0
0.0 0.0 0.0
0.0 -0.1 0.1
0.0 0.0 -0.1
0.0 0.0 0.0
-0.1 0.0 0.2
0.0 0.0 0.0

***

Molecular formula: C20H17N3O
Method: DFT, wB97M-V/def2-TZVPD

Summary:
E_LUMO = -2.05 eV
relative energy (zero: lowest compared OMol25 entry of this formula, charge and spin) = 25.8 kcal per mole
Kohn-Sham gap = 4.94 eV
max |F| = 2.5 eV/Å

Cartesian coordinates (Å):
1 O 2.433 -0.068 1.930
2 C 1.481 -0.812 2.075
3 C 0.078 -0.439 2.160
4 N -1.013 -1.233 1.930
5 C -2.088 -0.421 2.005
6 C -1.626 0.893 2.320
7 N -0.275 0.863 2.416
8 H 1.626 -1.907 2.161
9 H -3.106 -0.737 1.839
10 H -2.241 1.772 2.458
11 C -5.731 -3.737 4.585
12 N -4.476 -3.762 3.864
13 C -4.289 -3.310 2.594
14 C -2.980 -3.651 2.157
15 C -2.382 -3.297 0.958
16 C -1.181 -3.898 0.405
17 C 0.078 -3.588 0.961
18 C 1.277 -3.952 0.356
19 C 1.236 -4.770 -0.781
20 C -0.005 -5.202 -1.277
21 C -1.202 -4.735 -0.735
22 C -2.357 -4.366 3.281
23 C -1.137 -4.992 3.463
24 C -0.833 -5.531 4.722
25 C -1.759 -5.473 5.780
26 C -3.026 -4.897 5.585
27 C -3.299 -4.362 4.333
28 H -5.545 -4.029 5.621
29 H -6.160 -2.731 4.547
30 H -6.457 -4.435 4.144
31 H -5.087 -2.849 2.021
32 H -2.971 -2.655 0.295
33 H 0.054 -3.000 1.876
34 H 2.216 -3.597 0.782
35 H 2.167 -5.081 -1.258
36 H -0.036 -5.893 -2.119
37 H -2.175 -5.002 -1.156
38 H -0.460 -5.086 2.616
39 H 0.140 -6.001 4.879
40 H -1.479 -5.873 6.757
41 H -3.769 -4.839 6.376

Force components x, y, z for each atom (eV/Å):
-0.6 -0.4 0.2
0.1 -0.2 0.0
-1.4 2.0 0.1
-0.5 -0.3 -0.1
1.2 1.4 0.5
0.4 -1.6 -0.3
-0.6 -0.4 -0.3
0.3 0.0 0.0
0.0 -0.2 0.0
0.3 0.1 0.1
-0.5 0.1 0.1
0.1 0.7 -1.8
0.3 -0.6 1.2
0.6 -0.1 0.1
-1.1 0.1 0.5
1.9 -0.5 -0.7
-0.2 -0.1 0.0
-0.6 -0.4 -0.2
-0.4 0.0 0.2
0.3 0.1 0.0
-0.3 0.6 0.6
-0.8 0.1 0.2
0.4 -0.4 0.4
-0.3 0.2 -0.3
-0.2 0.3 -0.3
0.3 -0.1 0.1
0.7 -0.3 -0.3
-0.1 0.2 -0.2
0.1 -0.2 0.1
0.3 0.1 0.1
0.1 0.0 0.3
0.2 -0.2 0.1
0.1 -0.2 -0.5
-0.2 -0.2 -0.2
-0.3 0.0 0.1
0.0 0.2 0.1
0.4 -0.1 -0.1
0.0 0.0 0.5
-0.3 0.1 0.0
-0.2 0.1 -0.3
0.3 -0.2 0.0